Record 1
The following is a DFT calculation (the ωB97M-V functional and the def2-TZVPD basis) of 2 unconnected molecules or ions with the total composition C8H12N4.

Geometry as XYZ:
```
24
C8H12N4 (the ωB97M-V functional and the def2-TZVPD basis)
C 1.760 -0.320 -2.395
C 2.163 0.588 -1.290
C 1.962 2.101 0.205
C 3.393 0.754 -0.737
N 1.270 1.459 -0.693
N 3.259 1.723 0.212
H 1.519 2.827 0.868
H 2.569 -1.001 -2.638
H 1.489 0.218 -3.299
H 3.998 1.909 0.867
H 4.311 0.199 -0.839
H 0.878 -0.919 -2.149
C -1.242 -1.010 2.524
C -2.098 -0.869 1.306
C -2.466 -0.349 -0.740
C -3.434 -1.047 1.091
N -1.514 -0.441 0.141
N -3.658 -0.724 -0.226
H -2.332 -0.109 -1.781
H -1.483 -0.250 3.268
H -0.216 -0.841 2.193
H -4.563 -0.601 -0.642
H -4.256 -1.325 1.726
H -1.310 -1.971 3.027
```

Computed properties:
**SMILES**: Cc1c[nH]cn1.Cc1c[nH]cn1
**Relative energy (zero: lowest compared OMol25 entry of this formula, charge and spin)**: 13.01 kcal/mol
**Total energy**: -531.064013 Ha
**HOMO**: -8.30 eV

Löwdin population analysis, charges in e, atoms 1 to 2: number 1, C, carries -0.05; number 2, C, carries -0.36



Record 2
The following is a DFT calculation (the ωB97M-V functional and the def2-TZVPD basis) of a gas-phase ion, C8H12N4 (charge +2) at a distorted geometry.

Geometry as XYZ:
```
24
C8H12N4 (the ωB97M-V functional and the def2-TZVPD basis)
C 2.009 -1.483 1.730
C 0.696 -0.848 1.498
C -0.016 -1.085 2.730
C -1.389 0.989 -0.887
C -0.595 1.172 -2.030
C 0.163 -0.287 0.358
C -1.438 -0.849 3.027
C 0.847 0.768 -3.820
N 0.786 -1.693 3.593
N 1.968 -1.892 2.992
N -1.054 0.264 0.260
N 0.271 0.347 -2.543
H 2.877 -1.562 1.269
H -2.392 1.454 -0.964
H -0.951 2.027 -2.575
H 0.700 -0.217 -0.553
H -1.786 0.252 3.037
H -2.146 -1.404 2.372
H -1.679 -1.075 4.064
H 1.759 0.202 -3.797
H 0.340 0.224 -4.697
H 0.606 1.827 -3.961
H 2.714 -2.193 3.658
H -1.686 0.169 1.062
```

Computed properties:
**SMILES**: C/N=C/C=[NH+]\C=C1\C=[NH+]N=C1C
**Total charge**: +2
**Relative energy (zero: lowest compared OMol25 entry of this formula, charge and spin)**: 99.25 kcal/mol
**Total energy**: -530.296836 Ha
**HOMO (alpha / beta)**: -17.93 / -17.93 eV

Löwdin population analysis, charges in e, atoms 1 to 2: number 1, C, carries 0.13; number 2, C, carries -0.05